Entry 1:
Formula: C36H38IrN5O4S3
Source: the OMol25 dataset
Level of theory: ωB97M-V with the def2-TZVPD basis set

Last column: Mulliken charge in e.
Element x y z (Å)
Ir (-0.195, -1.412, -0.527)  1.37
C (-1.626, 2.819, 0.231)  -0.61
C (-1.353, 1.968, 1.472)  3.43
C (-1.185, 2.825, 2.726)  -1.63
C (-2.436, 0.926, 1.628)  -0.02
C (-3.761, 1.308, 1.818)  -0.44
C (-4.773, 0.368, 1.861)  -1.47
C (-4.475, -0.976, 1.692)  -1.19
C (-3.166, -1.406, 1.514)  0.66
C (-2.927, -2.896, 1.290)  0.37
C (-2.087, -3.248, 0.057)  -0.94
C (-2.418, -3.643, 2.528)  -1.46
C (-2.156, -0.435, 1.523)  -0.49
N (-0.810, -0.873, 1.312)  1.13
C (-0.107, -1.355, 2.296)  -0.47
C (1.052, -2.059, 1.986)  0.42
C (2.075, -2.555, 2.793)  -2.03
C (3.040, -3.018, 1.927)  -0.61
C (2.591, -2.801, 0.603)  -0.41
N (1.372, -2.216, 0.633)  0.48
C (3.474, -3.150, -0.582)  2.80
C (2.771, -3.092, -1.926)  -1.84
C (4.647, -2.155, -0.603)  -1.71
C (4.022, -4.572, -0.391)  -1.81
H (-0.789, 3.491, 0.040)  -0.11
H (-2.530, 3.420, 0.354)  0.42
H (-1.745, 2.186, -0.649)  -0.13
H (-0.416, 1.440, 1.303)  -1.85
H (-2.098, 3.380, 2.952)  0.31
H (-0.379, 3.549, 2.588)  0.38
H (-0.939, 2.213, 3.596)  0.39
H (-4.001, 2.360, 1.918)  0.41
H (-5.800, 0.679, 2.006)  0.39
H (-5.275, -1.708, 1.692)  0.45
H (-3.921, -3.299, 1.079)  0.66
H (-0.990, -3.118, 0.245)  0.31
H (-2.427, -2.719, -0.830)  0.03
H (-2.147, -4.319, -0.151)  0.57
H (-1.366, -3.443, 2.726)  0.25
H (-2.518, -4.720, 2.380)  0.47
H (-2.995, -3.368, 3.412)  0.34
H (-0.444, -1.221, 3.320)  0.52
H (2.095, -2.544, 3.871)  0.51
H (3.985, -3.458, 2.197)  0.48
H (2.450, -2.080, -2.161)  0.17
H (1.904, -3.750, -1.953)  0.30
H (3.468, -3.416, -2.703)  0.57
H (4.284, -1.137, -0.750)  0.25
H (5.322, -2.399, -1.425)  0.49
H (5.213, -2.184, 0.329)  0.34
H (3.208, -5.299, -0.353)  0.39
H (4.610, -4.671, 0.520)  0.33
H (4.668, -4.826, -1.234)  0.45
O (0.144, -2.195, -2.438)  -0.66
C (-0.504, -1.907, -3.458)  -0.54
C (-1.618, -1.031, -3.588)  1.42
C (-2.147, -0.868, -4.883)  -0.65
C (-3.238, -0.077, -5.080)  -0.72
C (-3.865, 0.583, -4.003)  -0.47
C (-3.377, 0.437, -2.741)  -0.85
C (-2.230, -0.368, -2.480)  0.03
O (-1.834, -0.462, -1.267)  -0.22
N (-3.776, 0.081, -6.429)  1.03
O (-4.745, 0.801, -6.566)  -0.63
O (-3.208, -0.494, -7.338)  -0.63
H (-0.176, -2.404, -4.379)  0.33
H (-1.692, -1.369, -5.727)  0.57
H (-4.732, 1.197, -4.203)  0.53
H (-3.838, 0.928, -1.894)  0.48
S (3.614, 2.580, 3.417)  -0.31
C (2.911, 2.247, 1.962)  0.09
S (2.471, 0.640, 1.456)  0.15
C (1.733, 1.286, 0.021)  0.28
N (1.829, 2.566, -0.088)  -0.69
N (2.523, 3.095, 0.972)  0.81
C (2.739, 4.509, 0.953)  0.27
C (3.988, 5.025, 1.262)  -0.57
C (4.180, 6.397, 1.219)  -0.64
C (3.140, 7.243, 0.862)  -0.50
C (1.899, 6.712, 0.542)  -0.76
C (1.694, 5.343, 0.588)  0.10
S (1.061, 0.349, -1.289)  -0.71
H (4.793, 4.362, 1.539)  0.43
H (5.153, 6.804, 1.461)  0.38
H (3.297, 8.313, 0.830)  0.38
H (1.084, 7.364, 0.256)  0.38
H (0.735, 4.917, 0.330)  0.25



Entry 2:
Formula: C15H17AsN4ReS6
Source: the OMol25 dataset
Level of theory: ωB97M-V with the def2-TZVPD basis set

Last column: natural (NBO) charge in e.
Element x y z (Å)
Re (0.354, -0.527, -1.574)  0.56
N (1.108, -4.350, 0.472)  -0.73
C (0.921, -3.085, 0.120)  0.30
S (1.369, -2.669, -1.616)  0.46
N (0.535, -2.156, 0.908)  -0.33
N (0.363, -0.884, 0.384)  -0.36
C (0.300, 0.114, 1.280)  0.37
C (0.398, -0.051, 2.701)  -0.10
C (1.210, 0.853, 3.428)  -0.17
C (1.353, 0.711, 4.790)  -0.19
C (0.644, -0.284, 5.460)  -0.07
C (-0.182, -1.163, 4.762)  -0.21
C (-0.283, -1.076, 3.392)  -0.13
C (0.143, 1.435, 0.658)  0.11
C (-0.157, 2.593, 1.353)  -0.15
C (-0.278, 3.794, 0.657)  -0.09
C (-0.111, 3.797, -0.714)  -0.18
C (0.128, 2.593, -1.359)  0.09
N (0.238, 1.439, -0.697)  -0.46
H (1.461, -5.044, -0.168)  0.44
H (0.953, -4.632, 1.431)  0.45
H (1.784, 1.610, 2.909)  0.23
H (2.012, 1.371, 5.336)  0.26
H (0.737, -0.376, 6.534)  0.26
H (-0.741, -1.918, 5.297)  0.26
H (-0.931, -1.753, 2.856)  0.24
H (-0.310, 2.561, 2.420)  0.27
H (-0.505, 4.709, 1.189)  0.28
H (-0.188, 4.706, -1.295)  0.28
H (0.230, 2.550, -2.436)  0.23
S (1.383, 0.041, -5.742)  -0.41
As (3.241, -0.670, -5.483)  0.88
S (-0.425, -2.512, -2.527)  0.07
S (2.166, 0.427, -2.397)  0.21
S (3.575, -0.856, -3.139)  -0.25
C (-1.784, 0.575, -4.187)  -0.73
S (-1.836, 0.341, -2.393)  0.48
C (-3.172, -0.869, -2.275)  -0.74
H (-1.654, -0.382, -4.688)  0.25
H (-0.966, 1.247, -4.435)  0.26
H (-2.736, 1.031, -4.456)  0.28
H (-4.084, -0.322, -2.516)  0.28
H (-3.229, -1.236, -1.253)  0.27
H (-3.037, -1.683, -2.985)  0.25

Results
Net charge: +3



Entry 3:
Formula: C16H20BaIN3O8P2
Source: the OMol25 dataset
Level of theory: ωB97M-V with the def2-TZVPD basis set

Last column: natural (NBO) charge in e.
Element x y z (Å)
Ba (-0.107, 0.805, 0.199)  1.86
C (-0.103, -1.784, -3.617)  -0.65
C (-0.401, -2.322, -2.250)  0.16
N (-1.348, -3.228, -2.125)  -0.41
C (-1.627, -3.731, -0.911)  -0.03
C (-0.960, -3.359, 0.233)  -0.06
C (-1.245, -4.019, 1.552)  -0.09
O (-0.098, -4.712, 2.053)  -0.73
C (0.062, -2.398, 0.114)  -0.25
C (0.909, -2.096, 1.294)  0.18
N (0.497, -1.362, 2.255)  -0.53
C (1.257, -1.363, 3.450)  0.17
C (1.777, -2.561, 3.945)  -0.25
C (2.489, -2.589, 5.132)  -0.19
C (2.685, -1.423, 5.856)  -0.21
C (2.147, -0.231, 5.397)  -0.22
C (1.426, -0.210, 4.213)  -0.19
I (0.592, 1.616, 3.632)  0.14
C (0.360, -1.832, -1.137)  0.30
O (1.210, -0.855, -1.260)  -0.88
H (-0.581, -2.412, -4.364)  0.23
H (0.973, -1.747, -3.791)  0.23
H (-0.483, -0.765, -3.728)  0.22
H (-2.418, -4.473, -0.868)  0.19
H (-2.096, -4.698, 1.451)  0.18
H (-1.491, -3.284, 2.318)  0.20
H (0.160, -5.365, 1.393)  0.47
H (1.894, -2.570, 1.333)  0.19
H (1.570, -3.476, 3.405)  0.25
H (2.879, -3.529, 5.499)  0.22
H (3.238, -1.438, 6.785)  0.22
H (2.280, 0.680, 5.963)  0.23
N (-0.425, 5.241, -1.497)  -0.72
C (-0.750, 4.003, -2.320)  -0.63
C (-1.008, 4.441, -3.754)  -0.64
P (-2.326, 3.406, -1.485)  2.40
O (-3.212, 2.859, -2.706)  -0.99
O (-2.888, 4.685, -0.972)  -1.14
O (-2.044, 2.254, -0.556)  -1.26
P (0.787, 3.002, -2.147)  2.36
O (0.201, 1.537, -2.547)  -1.06
O (1.820, 3.496, -3.074)  -1.11
O (1.027, 2.992, -0.646)  -1.25
H (-1.358, 5.588, -1.176)  0.48
H (0.106, 5.919, -2.040)  0.42
H (0.133, 4.945, -0.687)  0.46
H (-1.871, 5.107, -3.816)  0.22
H (-1.217, 3.568, -4.367)  0.25
H (-0.119, 4.926, -4.161)  0.23
H (-3.187, 1.896, -2.750)  0.51
H (0.885, 0.865, -2.717)  0.54



Entry 4:
Formula: C6H9N2O2S
Source: the OMol25 dataset
Level of theory: ωB97M-V with the def2-TZVPD basis set

Last column: natural (NBO) charge in e.
Element x y z (Å)
C (2.417, 0.732, -0.080)  -0.47
C (2.908, -0.514, 0.232)  0.74
C (-0.493, -0.002, -0.022)  0.12
C (3.284, 1.896, -0.352)  -0.68
C (-1.959, 0.320, 0.113)  -0.67
C (-1.210, -2.340, -0.263)  -0.47
N (-0.203, -1.300, -0.076)  -0.23
N (1.073, -1.664, 0.091)  0.25
O (3.782, -1.262, 0.435)  -0.36
O (1.346, -2.828, -0.044)  -0.24
S (0.671, 1.192, -0.072)  0.65
H (2.690, 2.746, -0.761)  0.25
H (3.794, 2.307, 0.626)  0.25
H (4.205, 1.903, -1.168)  0.28
H (-2.087, 1.301, 0.478)  0.27
H (-2.558, 0.283, -0.801)  0.28
H (-2.435, -0.492, 0.829)  0.27
H (-1.462, -2.819, 0.704)  0.25
H (-2.095, -1.853, -0.721)  0.24
H (-0.898, -3.179, -0.907)  0.28

Results
Net charge: +1



Entry 5:
Formula: C38H47FN5O3PbS3Si
Source: the OMol25 dataset
Level of theory: ωB97M-V with the def2-TZVPD basis set

Last column: Mulliken charge in e.
Element x y z (Å)
Pb (-0.033, -0.101, -0.201)  0.26
C (0.458, -3.043, 2.069)  -0.35
C (0.848, -1.979, 3.081)  -1.00
S (0.398, -0.259, 2.594)  0.18
C (2.011, 0.618, 2.719)  -0.74
C (3.262, 0.029, 2.088)  -0.78
S (3.212, -0.049, 0.253)  0.02
C (3.597, -1.797, -0.151)  -0.74
C (2.808, -2.883, 0.550)  -0.78
S (0.977, -2.771, 0.336)  0.16
H (-0.626, -3.126, 2.001)  -0.10
H (0.879, -4.002, 2.376)  0.58
H (1.915, -1.975, 3.293)  0.51
H (0.316, -2.189, 4.011)  0.59
H (2.188, 0.766, 3.786)  0.53
H (1.781, 1.580, 2.258)  0.23
H (3.519, -0.959, 2.467)  0.40
H (4.079, 0.711, 2.330)  0.50
H (4.662, -1.955, 0.030)  0.47
H (3.408, -1.834, -1.225)  0.36
H (2.997, -2.899, 1.622)  0.37
H (3.103, -3.848, 0.132)  0.51
C (-3.416, 7.040, -1.778)  -1.04
C (-3.457, 6.646, -0.302)  -1.06
N (-3.120, 5.250, -0.086)  0.27
C (-1.794, 4.938, 0.035)  0.19
C (-1.310, 3.699, 0.270)  -0.42
C (0.224, 3.498, 0.324)  -0.29
O (0.867, 4.440, 0.767)  -0.76
O (0.642, 2.402, -0.105)  -0.51
C (-2.205, 2.607, 0.508)  0.11
O (-1.872, 1.453, 0.815)  -0.06
C (-3.623, 2.950, 0.360)  0.25
C (-4.559, 1.932, 0.510)  -0.19
C (-5.890, 2.167, 0.288)  0.41
F (-6.754, 1.139, 0.480)  -0.45
C (-6.348, 3.419, -0.131)  -1.09
C (-5.416, 4.444, -0.271)  -0.97
C (-4.052, 4.249, 0.000)  0.10
N (-7.702, 3.683, -0.463)  0.31
C (-8.371, 4.775, 0.213)  -0.67
C (-9.318, 5.432, -0.815)  -0.81
N (-9.625, 4.408, -1.849)  -0.09
C (-9.936, 3.107, -1.210)  -0.71
C (-8.619, 2.564, -0.620)  -0.75
H (-3.673, 8.091, -1.882)  0.40
H (-4.106, 6.442, -2.368)  0.29
H (-2.414, 6.894, -2.173)  0.35
H (-4.438, 6.864, 0.129)  0.45
H (-2.725, 7.250, 0.240)  0.47
H (-1.095, 5.755, -0.079)  0.57
H (-4.233, 0.953, 0.816)  0.47
H (-5.756, 5.406, -0.621)  0.89
H (-7.644, 5.499, 0.577)  0.54
H (-8.941, 4.410, 1.081)  0.30
H (-8.839, 6.284, -1.298)  0.42
H (-10.246, 5.765, -0.347)  0.36
H (-8.757, 4.259, -2.383)  0.38
H (-10.373, 4.723, -2.473)  0.33
H (-10.353, 2.414, -1.942)  0.39
H (-10.682, 3.277, -0.432)  0.33
H (-8.164, 1.837, -1.295)  0.50
H (-8.844, 2.052, 0.326)  0.45
C (-4.244, -2.117, 4.207)  -0.59
C (-3.709, -0.885, 3.868)  -1.25
C (-3.166, -0.688, 2.611)  0.37
C (-3.172, -1.694, 1.647)  0.32
C (-3.717, -2.923, 2.010)  -0.37
C (-4.240, -3.139, 3.272)  -0.74
Si (-2.339, -1.467, -0.062)  0.81
C (-3.694, -0.964, -1.318)  0.21
C (-4.619, -1.891, -1.788)  -0.42
C (-5.493, -1.583, -2.814)  -0.88
C (-5.485, -0.316, -3.377)  -0.85
C (-4.595, 0.633, -2.903)  -0.85
C (-3.698, 0.299, -1.904)  0.43
H (-4.658, -2.282, 5.191)  0.40
H (-3.706, -0.072, 4.584)  0.49
H (-2.718, 0.266, 2.377)  0.59
H (-3.729, -3.725, 1.285)  0.36
H (-4.648, -4.108, 3.524)  0.43
H (-2.248, -2.913, -0.451)  -0.43
H (-4.636, -2.879, -1.351)  0.36
H (-6.184, -2.331, -3.183)  0.43
H (-6.150, -0.079, -4.198)  0.48
H (-4.580, 1.631, -3.326)  0.52
H (-2.968, 1.028, -1.578)  0.34
C (-1.435, -0.377, -5.963)  -0.82
N (-0.608, -0.288, -4.794)  0.12
C (0.642, 0.259, -4.712)  -0.44
C (1.007, 0.177, -3.401)  -0.67
N (0.002, -0.403, -2.690)  0.06
C (-0.950, -0.672, -3.552)  -0.71
H (-0.832, -0.209, -6.852)  0.31
H (-2.226, 0.374, -5.919)  0.29
H (-1.897, -1.362, -6.018)  0.32
H (1.158, 0.652, -5.563)  0.43
H (1.905, 0.500, -2.914)  0.48
H (-1.884, -1.136, -3.306)  0.60

Results
Net charge: +1



Entry 6:
Formula: CH5NOSi
Source: the OMol25 dataset
Level of theory: ωB97M-V with the def2-TZVPD basis set

Last column: natural (NBO) charge in e.
Element x y z (Å)
C (-1.724, 0.284, -0.149)  0.59
N (-1.640, -1.022, 0.092)  -0.86
O (-2.640, 1.049, 0.023)  -0.53
Si (2.093, 0.707, -0.017)  0.49
H (-2.398, -1.568, 0.506)  0.39
H (-0.781, -1.511, -0.084)  0.41
H (2.375, -0.717, 0.056)  -0.18
H (1.898, 1.239, -1.349)  -0.16
H (2.816, 1.538, 0.922)  -0.16



Entry 7:
Formula: C29H60N3O11PS
Source: the OMol25 dataset
Level of theory: ωB97M-V with the def2-TZVPD basis set

Last column: Mulliken charge in e.
Element x y z (Å)
O (1.885, -2.509, -1.636)  -0.59
P (0.988, -3.658, -1.872)  0.46
C (0.131, -3.613, -3.492)  -0.48
O (0.831, -3.178, -4.672)  -0.41
S (-0.304, -3.471, -5.827)  1.15
O (-0.171, -4.798, -6.298)  -0.60
O (-0.325, -2.430, -6.778)  -0.57
O (-1.655, -3.426, -4.893)  -0.44
C (-1.195, -2.880, -3.607)  0.02
C (-1.138, -1.347, -3.838)  -0.82
C (-2.072, -0.524, -2.912)  0.02
C (-3.224, 0.208, -3.671)  -1.46
C (-4.456, -0.672, -3.649)  0.55
C (-5.494, -0.508, -2.759)  -0.44
C (-6.550, -1.386, -2.787)  -0.45
C (-6.607, -2.419, -3.676)  -0.45
C (-5.591, -2.574, -4.597)  -0.77
C (-4.537, -1.696, -4.564)  -0.21
H (1.732, -4.863, -1.859)  0.09
H (-0.011, -3.829, -0.879)  0.06
H (-0.107, -4.664, -3.746)  0.45
H (-1.876, -3.114, -2.786)  0.89
H (-1.371, -1.080, -4.867)  0.49
H (-0.114, -0.988, -3.675)  0.20
H (-2.556, -1.166, -2.167)  0.58
H (-1.512, 0.229, -2.348)  -0.20
H (-3.418, 1.187, -3.227)  0.47
H (-2.935, 0.374, -4.714)  0.54
H (-5.478, 0.299, -2.032)  0.38
H (-7.378, -1.274, -2.091)  0.36
H (-7.426, -3.131, -3.690)  0.37
H (-5.575, -3.357, -5.347)  0.42
H (-3.732, -1.814, -5.285)  0.36
C (0.952, -3.009, 2.532)  -0.29
O (-0.215, -3.805, 2.391)  -0.24
C (-0.563, -4.552, 3.551)  -0.83
C (-1.781, -3.962, 4.236)  -0.18
N (-1.466, -2.687, 4.869)  -0.14
C (-2.628, -1.901, 5.282)  -0.70
C (-3.649, -1.490, 4.220)  -0.48
O (-3.185, -0.525, 3.291)  -0.43
C (-2.391, -1.034, 2.235)  -0.07
H (1.246, -2.673, 1.536)  0.02
H (0.757, -2.123, 3.140)  0.06
H (1.777, -3.582, 2.965)  0.40
H (0.279, -4.647, 4.243)  0.35
H (-0.817, -5.558, 3.205)  0.41
H (-2.141, -4.660, 4.999)  0.41
H (-2.562, -3.863, 3.471)  0.16
H (-0.919, -2.124, 4.232)  -0.20
H (-2.240, -0.985, 5.734)  0.32
H (-3.149, -2.448, 6.075)  0.42
H (-4.476, -1.007, 4.747)  0.36
H (-4.088, -2.349, 3.698)  0.33
H (-2.716, -2.027, 1.916)  0.23
H (-1.334, -1.055, 2.516)  -0.19
H (-2.486, -0.350, 1.390)  0.27
C (6.507, 0.807, 3.870)  -0.69
O (5.725, 1.920, 4.259)  -0.33
C (5.317, 2.757, 3.182)  -0.81
C (3.836, 2.610, 2.888)  -0.20
N (3.531, 1.314, 2.292)  -0.30
C (2.109, 0.977, 2.260)  0.55
C (1.336, 0.922, 3.578)  -0.76
O (1.685, -0.167, 4.414)  -0.41
C (2.852, -0.001, 5.200)  -0.59
H (6.948, 0.383, 4.771)  0.23
H (5.899, 0.030, 3.395)  0.28
H (7.313, 1.102, 3.193)  0.34
H (5.923, 2.586, 2.287)  0.40
H (5.496, 3.786, 3.506)  0.40
H (3.529, 3.401, 2.197)  0.33
H (3.304, 2.760, 3.836)  0.18
H (4.016, 0.591, 2.807)  0.08
H (2.034, -0.010, 1.793)  0.46
H (1.610, 1.680, 1.591)  -0.95
H (0.286, 0.757, 3.318)  0.28
H (1.360, 1.867, 4.133)  0.50
H (2.974, 1.028, 5.546)  0.31
H (3.740, -0.324, 4.653)  0.15
H (2.757, -0.650, 6.072)  0.32
C (1.399, 1.385, -1.928)  -0.75
O (0.247, 2.216, -1.912)  -0.21
C (0.077, 2.959, -0.709)  0.66
C (0.373, 4.433, -0.913)  -0.39
N (1.796, 4.671, -1.122)  -0.24
C (2.126, 6.006, -1.624)  -0.69
C (1.519, 6.464, -2.949)  -0.51
O (2.013, 5.793, -4.094)  -0.44
C (1.438, 4.524, -4.347)  -0.46
H (1.304, 0.705, -2.773)  0.19
H (2.315, 1.967, -2.065)  0.40
H (1.478, 0.793, -1.013)  0.30
H (0.668, 2.542, 0.107)  -0.98
H (-0.977, 2.859, -0.433)  0.42
H (0.045, 4.990, -0.029)  0.47
H (-0.229, 4.767, -1.767)  0.22
H (2.151, 3.990, -1.780)  0.05
H (3.213, 6.036, -1.733)  0.39
H (1.867, 6.736, -0.850)  0.39
H (1.808, 7.510, -3.083)  0.37
H (0.423, 6.456, -2.940)  0.34
H (0.380, 4.489, -4.074)  0.26
H (1.989, 3.736, -3.830)  0.12
H (1.524, 4.329, -5.417)  0.35



DFT total energy
In order: -3268.22300; -5503.05416; -2394.14443; -891.77571; -3752.27189; -460.45319; -2872.21864
Unit: Eh